## w
C2HgLiO4 as an isolated structure. Source: OMol25; level of theory: the ωB97M-V functional and the def2-TZVPD basis.

Geometry as ORCA input:
```
! RIJCOSX wB97M-V def2-TZVPD def2/J DEFGRID3
* xyz 0 2
O 0.653 -1.187 0.079
C -0.136 -0.493 -0.631
O -1.288 -0.947 -0.862
Li -1.704 -1.186 1.011
Hg 2.568 -0.109 0.283
O -1.099 1.390 0.418
O 1.090 1.473 -0.058
C -0.084 1.060 -0.240
*
```

Computed properties:
Kohn-Sham gap (spin up / spin down) in Ha: 0.282 / 0.268

=====

## x
C2HgLiO4 as an isolated structure. Source: OMol25; level of theory: the ωB97M-V functional and the def2-TZVPD basis.

Geometry as ORCA input:
```
! RIJCOSX wB97M-V def2-TZVPD def2/J DEFGRID3
* xyz 0 2
O 1.204 0.305 0.977
C 1.691 -0.022 0.001
O 2.205 -0.345 -1.146
O -1.298 0.831 -2.911
O -1.751 -1.521 -2.471
C -1.451 -0.273 -2.673
Hg -0.791 0.063 5.602
Li 0.191 0.961 2.620
*
```

Computed properties:
Kohn-Sham gap (spin up / spin down) in Ha: 0.153 / 0.327

=====

Most stable: w

=====

## w
A 5-piece molecular cluster, C17H38N2O7 overall. Source: OMol25; level of theory: the ωB97M-V functional and the def2-TZVPD basis.

Geometry as ORCA input:
```
! RIJCOSX wB97M-V def2-TZVPD def2/J DEFGRID3
* xyz 0 1
C 7.979 15.850 31.723
N 9.174 16.634 32.193
C 8.845 18.045 31.824
C 9.254 16.616 33.610
C 10.338 16.103 31.564
C 11.715 16.892 31.819
O 12.717 16.223 31.108
H 6.997 16.090 32.205
H 7.912 14.816 32.204
H 7.714 15.707 30.620
H 8.001 18.548 32.054
H 8.850 18.049 30.790
H 9.537 18.842 32.183
H 8.174 16.651 34.205
H 9.969 17.189 34.051
H 9.679 15.587 34.013
H 10.120 16.257 30.531
H 10.577 15.052 31.853
H 11.992 16.982 32.779
H 11.611 17.771 31.514
H 13.549 16.376 31.522
N 11.316 19.938 33.988
O 11.963 19.080 34.618
O 11.541 20.086 32.777
O 10.217 20.143 34.333
C 9.886 18.231 38.736
C 8.569 18.767 38.397
C 8.458 18.364 36.870
O 9.247 17.153 36.811
C 10.442 17.353 37.496
H 9.995 17.615 39.703
H 10.538 19.049 39.044
H 8.543 19.845 38.481
H 7.735 18.218 38.941
H 9.009 18.881 36.180
H 7.511 18.207 36.638
H 11.199 17.915 36.943
H 10.630 16.485 37.883
C 12.829 22.201 36.548
C 13.897 22.872 37.452
C 14.174 24.233 36.635
O 13.192 24.314 35.682
C 12.829 23.019 35.268
H 11.876 22.127 37.208
H 13.061 21.149 36.436
H 14.795 22.171 37.454
H 13.481 22.935 38.515
H 15.232 24.200 36.104
H 13.928 25.007 37.413
H 13.532 22.642 34.648
H 11.822 22.815 34.992
C 15.819 17.910 30.470
C 14.926 18.590 31.594
C 15.150 17.785 32.848
O 15.443 16.544 32.246
C 16.331 16.667 31.228
H 16.562 18.670 30.102
H 15.424 17.585 29.680
H 13.925 18.533 31.344
H 15.156 19.733 31.556
H 14.399 17.865 33.529
H 15.951 18.177 33.258
H 16.440 15.873 30.505
H 17.341 17.134 31.529
*
```

Computed properties:
Kohn-Sham gap in Ha: 0.286

=====

## x
A 3-piece molecular cluster, C17H38N2O7 overall. Source: OMol25; level of theory: the ωB97M-V functional and the def2-TZVPD basis.

Geometry as ORCA input:
```
! RIJCOSX wB97M-V def2-TZVPD def2/J DEFGRID3
* xyz 0 1
O -0.664 3.143 -0.874
C -1.532 2.973 -1.885
O -2.776 2.165 -1.811
C -2.481 0.768 -2.174
C -1.525 0.676 -3.503
C -1.478 -1.068 -3.888
C -0.140 -1.533 -4.877
O -1.708 -1.434 -5.380
H -1.297 3.449 -2.954
H -1.901 0.289 -1.260
H -3.508 0.175 -2.283
H -0.386 0.869 -3.314
H -1.949 1.201 -4.459
H -1.841 -1.861 -2.983
H -0.110 -2.318 -5.720
H 0.061 -2.371 -4.047
C -3.964 1.511 1.146
O -3.550 0.179 1.419
C -2.130 0.011 1.331
C -1.558 -0.348 2.711
N -1.627 0.799 3.623
C -1.315 0.457 5.015
C -2.305 -0.470 5.747
O -3.589 0.119 5.967
C -4.510 -0.069 4.901
H -5.057 1.538 1.153
H -3.595 2.197 1.913
H -3.616 1.830 0.158
H -1.632 0.894 0.910
H -1.951 -0.825 0.648
H -0.513 -0.659 2.600
H -2.132 -1.194 3.103
H -2.566 1.191 3.590
H -1.271 1.404 5.565
H -0.310 0.021 5.060
H -1.892 -0.658 6.745
H -2.396 -1.453 5.271
H -4.357 -1.015 4.375
H -4.454 0.769 4.205
H -5.519 -0.071 5.325
C 6.346 -0.237 -2.439
O 5.825 -0.976 -1.343
C 5.593 -0.163 -0.186
C 4.090 -0.114 0.127
N 3.367 0.664 -0.885
C 1.909 0.555 -0.773
C 1.286 -0.825 -1.064
O 1.415 -1.237 -2.427
C 2.616 -1.941 -2.715
H 6.570 -0.937 -3.248
H 5.614 0.489 -2.801
H 7.274 0.273 -2.156
H 6.011 0.846 -0.297
H 6.111 -0.644 0.649
H 3.941 0.346 1.111
H 3.721 -1.144 0.166
H 3.645 0.341 -1.810
H 1.487 1.272 -1.486
H 1.600 0.887 0.225
H 0.208 -0.736 -0.884
H 1.640 -1.603 -0.380
H 2.973 -2.528 -1.864
H 3.387 -1.245 -3.049
H 2.415 -2.625 -3.545
*
```

Computed properties:
SMILES: O=COCC[C@@H]1CO1.COCCNCCOC.COCCNCCOC
Kohn-Sham gap in Ha: 0.305

=====

Most stable: x

=====

## w
A 12-piece molecular cluster, C24H72O24 overall. Source: OMol25; level of theory: the ωB97M-V functional and the def2-TZVPD basis.

Geometry as ORCA input:
```
! RIJCOSX wB97M-V def2-TZVPD def2/J DEFGRID3
* xyz 0 1
O 3.314 -3.507 4.749
C 2.392 -3.083 3.772
C 2.976 -3.388 2.371
O 2.065 -3.085 1.300
H 3.727 -4.324 4.456
H 1.469 -3.651 3.905
H 2.196 -2.012 3.789
H 3.140 -4.473 2.337
H 3.929 -2.899 2.174
H 2.468 -3.451 0.503
O -0.763 7.699 -0.231
C 0.101 6.781 -0.905
C -0.660 5.457 -0.956
O -1.051 4.952 0.297
H -1.142 7.252 0.535
H 0.340 7.241 -1.856
H 0.952 6.564 -0.245
H -0.131 4.626 -1.449
H -1.526 5.678 -1.602
H -1.516 4.120 0.118
O -5.784 2.766 -0.362
C -4.451 2.886 0.119
C -3.534 2.418 -0.972
O -2.165 2.537 -0.514
H -5.934 3.057 -1.262
H -4.291 3.966 0.214
H -4.277 2.365 1.056
H -3.612 3.046 -1.865
H -3.745 1.417 -1.355
H -1.651 1.743 -0.706
O -0.779 -1.153 -1.094
C -0.014 -0.913 0.084
C 1.021 0.183 -0.094
O 0.375 1.413 0.193
H -0.347 -1.850 -1.601
H -0.641 -0.634 0.938
H 0.279 -1.944 0.309
H 1.491 0.232 -1.078
H 1.850 0.046 0.609
H 0.546 2.081 -0.475
O -3.664 0.652 3.923
C -2.520 0.461 3.078
C -1.502 -0.426 3.786
O -0.853 0.348 4.797
H -4.449 0.756 3.379
H -2.792 -0.143 2.205
H -2.115 1.434 2.812
H -0.713 -0.725 3.089
H -1.764 -1.365 4.286
H -1.533 0.839 5.271
O 4.622 4.625 -0.208
C 3.721 4.699 -1.293
C 3.729 3.387 -2.064
O 3.403 2.239 -1.327
H 4.553 3.753 0.194
H 2.722 5.026 -0.982
H 4.084 5.463 -1.984
H 4.768 3.330 -2.410
H 3.126 3.555 -2.966
H 3.955 1.498 -1.580
O -4.280 -1.864 -3.672
C -3.171 -2.292 -4.438
C -2.871 -1.296 -5.574
O -3.393 -1.843 -6.796
H -4.123 -2.200 -2.783
H -2.311 -2.335 -3.753
H -3.324 -3.294 -4.853
H -1.818 -1.284 -5.876
H -3.181 -0.257 -5.440
H -4.325 -2.067 -6.703
O -3.017 -3.229 -0.817
C -3.295 -2.814 0.511
C -4.611 -3.360 1.065
O -4.299 -4.471 1.913
H -2.153 -2.881 -1.061
H -2.497 -3.194 1.163
H -3.151 -1.733 0.621
H -5.380 -3.622 0.336
H -5.058 -2.507 1.589
H -5.061 -4.528 2.502
O 6.763 0.476 2.177
C 5.741 1.070 1.407
C 4.402 0.875 2.038
O 3.995 -0.520 1.775
H 6.511 -0.405 2.468
H 5.970 2.131 1.261
H 5.774 0.802 0.344
H 3.600 1.512 1.651
H 4.319 0.949 3.122
H 3.254 -0.673 2.370
O 1.009 3.386 3.104
C 0.006 4.345 3.547
C 0.571 4.829 4.899
O 1.890 5.250 4.914
H 0.587 2.770 2.496
H -0.003 5.098 2.759
H -0.924 3.787 3.654
H 0.264 4.064 5.623
H 0.009 5.714 5.213
H 2.506 4.599 4.564
O -0.628 -3.691 -6.293
C -0.817 -3.808 -4.890
C 0.331 -3.095 -4.146
O 0.064 -2.859 -2.782
H -0.613 -2.780 -6.597
H -1.757 -3.328 -4.606
H -0.882 -4.882 -4.732
H 0.502 -2.159 -4.682
H 1.267 -3.646 -4.282
H 0.154 -3.720 -2.329
O 0.054 -5.435 -1.923
C 0.578 -5.384 -0.582
C 2.095 -5.531 -0.584
O 2.745 -4.377 -1.061
H 0.195 -6.298 -2.319
H 0.230 -4.461 -0.125
H 0.141 -6.281 -0.134
H 2.330 -6.485 -1.070
H 2.414 -5.776 0.438
H 3.282 -4.562 -1.834
*
```

Computed properties:
SMILES: OCCO.OCCO.OCCO.OCCO.OCCO.OCCO.OCCO.OCCO.OCCO.OCCO.OCCO.OCCO
Kohn-Sham gap in Ha: 0.342

=====

## x
A 12-piece molecular cluster, C24H72O24 overall. Source: OMol25; level of theory: the ωB97M-V functional and the def2-TZVPD basis.

Geometry as ORCA input:
```
! RIJCOSX wB97M-V def2-TZVPD def2/J DEFGRID3
* xyz 0 1
O -24.482 10.069 -1.540
C -23.125 9.960 -1.264
C -22.380 10.136 -2.583
O -20.944 10.276 -2.381
H -24.781 10.953 -1.768
H -22.776 10.656 -0.502
H -23.003 8.942 -0.892
H -22.661 10.991 -3.198
H -22.574 9.225 -3.150
H -20.730 9.367 -2.159
O -18.219 -6.918 0.603
C -19.540 -7.460 0.519
C -19.506 -8.875 1.004
O -18.930 -9.778 0.075
H -18.246 -5.984 0.821
H -20.318 -6.876 1.011
H -19.838 -7.334 -0.522
H -20.486 -9.205 1.349
H -19.056 -8.922 1.995
H -18.230 -9.296 -0.372
O -22.157 -0.006 -4.344
C -22.211 0.831 -5.508
C -23.649 0.443 -6.082
O -23.881 1.637 -6.814
H -21.440 0.220 -3.747
H -22.148 1.877 -5.209
H -21.459 0.512 -6.230
H -24.459 0.178 -5.403
H -23.656 -0.420 -6.748
H -24.635 2.068 -6.406
O -17.474 5.425 -0.659
C -17.830 4.220 -1.408
C -17.715 2.889 -0.540
O -17.788 1.654 -1.313
H -16.526 5.577 -0.657
H -18.878 4.356 -1.677
H -17.151 4.200 -2.261
H -18.314 2.719 0.354
H -16.718 2.954 -0.103
H -17.132 1.022 -1.009
O -20.456 8.749 -9.358
C -20.111 7.401 -8.888
C -18.688 7.262 -8.486
O -18.414 5.900 -8.077
H -21.258 8.561 -9.851
H -20.728 7.167 -8.021
H -20.465 6.599 -9.536
H -18.448 8.005 -7.726
H -18.100 7.329 -9.401
H -18.190 5.356 -8.836
O -12.152 6.742 -1.759
C -11.753 5.561 -2.356
C -11.493 5.656 -3.916
O -10.462 6.578 -4.276
H -11.489 7.403 -1.969
H -10.778 5.332 -1.926
H -12.434 4.729 -2.181
H -12.446 5.692 -4.445
H -11.065 4.693 -4.195
H -10.805 7.472 -4.347
O -17.660 13.454 3.801
C -17.792 12.608 2.692
C -17.321 11.124 2.957
O -18.447 10.233 2.857
H -17.652 14.387 3.575
H -18.788 12.651 2.252
H -17.080 13.024 1.979
H -16.739 11.117 3.879
H -16.650 10.731 2.193
H -18.041 9.526 2.351
O -15.712 13.282 -4.007
C -15.054 12.743 -5.093
C -14.241 11.500 -4.619
O -13.195 11.295 -5.566
H -16.409 12.640 -3.852
H -15.833 12.443 -5.794
H -14.521 13.556 -5.586
H -14.928 10.692 -4.368
H -13.654 11.794 -3.749
H -13.746 11.163 -6.341
O -18.570 -5.385 -5.134
C -19.459 -6.300 -5.765
C -18.607 -7.287 -6.669
O -17.965 -8.317 -5.901
H -18.973 -4.517 -5.050
H -20.296 -6.706 -5.197
H -19.914 -5.585 -6.451
H -17.780 -6.809 -7.194
H -19.087 -7.890 -7.438
H -17.117 -7.938 -5.658
O -13.589 5.824 4.277
C -14.137 4.794 5.189
C -13.071 3.721 5.636
O -12.873 2.781 4.462
H -13.640 5.532 3.363
H -14.327 5.283 6.144
H -15.084 4.367 4.860
H -13.514 3.242 6.509
H -12.162 4.238 5.942
H -12.137 3.107 3.939
O -12.365 -2.373 -3.365
C -13.332 -3.355 -3.746
C -13.138 -4.612 -2.947
O -13.979 -5.605 -3.520
H -11.464 -2.703 -3.385
H -14.277 -2.817 -3.679
H -13.078 -3.557 -4.786
H -13.349 -4.574 -1.878
H -12.112 -4.978 -2.996
H -14.812 -5.139 -3.630
O -13.146 -2.481 5.652
C -14.071 -3.514 5.286
C -15.620 -3.029 5.241
O -15.771 -2.356 3.949
H -13.284 -1.730 5.071
H -13.718 -4.222 4.536
H -13.782 -4.207 6.077
H -15.791 -2.292 6.026
H -16.320 -3.858 5.348
H -16.096 -1.488 4.199
*
```

Computed properties:
SMILES: OCCO.OCCO.OCCO.OCCO.OCCO.OCCO.OCCO.OCCO.OCCO.OCCO.OCCO.OCCO
Kohn-Sham gap in Ha: 0.360

=====

Most stable: w